No. 1
Formula: C12H22NO8
Source: OMol25
Level of theory: wB97M-V/def2-TZVPD

charge = -1
HOMO = -2.724 eV
spin multiplicity = 1
calculated total energy = -30668.8096 eV
lowest unoccupied orbital energy = 1.922 eV
orbital gap = 4.6467 eV

Atoms and positions in Å:
O 17.824 -4.062 -11.417
H 18.308 -3.956 -12.315
H 18.553 -4.023 -10.735
H 17.445 -4.977 -11.373
C 15.844 -3.206 -15.608
C 16.634 -3.669 -14.526
C 18.180 -3.410 -14.670
O 18.890 -3.852 -13.728
C 18.702 -2.698 -15.810
C 17.835 -2.084 -16.702
C 16.378 -2.513 -16.697
O 15.597 -2.224 -17.650
O 18.351 -1.390 -17.619
O 16.140 -4.304 -13.577
H 14.773 -3.345 -15.565
H 19.762 -2.580 -15.980
O 16.241 -6.213 -11.084
H 15.912 -6.585 -11.913
H 16.592 -6.966 -10.595
C 16.512 -1.280 -8.838
O 17.696 -1.806 -8.293
C 18.869 -1.456 -9.028
C 19.940 -2.494 -8.758
N 19.427 -3.844 -9.080
C 20.337 -4.943 -8.737
C 19.751 -6.279 -9.188
O 19.432 -6.323 -10.571
C 20.561 -6.458 -11.450
H 16.270 -1.903 -9.710
H 16.589 -0.283 -9.287
H 15.638 -1.287 -8.192
H 19.146 -0.430 -8.761
H 18.651 -1.279 -10.087
H 20.167 -2.572 -7.690
H 20.806 -2.380 -9.407
H 18.558 -4.057 -8.600
H 20.385 -4.937 -7.639
H 21.280 -4.610 -9.173
H 18.761 -6.545 -8.810
H 20.448 -7.073 -8.896
H 20.970 -7.458 -11.284
H 21.291 -5.716 -11.119
H 20.261 -6.303 -12.481

***

No. 2
Formula: C20H35InNO8
Source: OMol25
Level of theory: wB97M-V/def2-TZVPD

charge = -1
HOMO = -4.307 eV
spin multiplicity = 1
calculated total energy = -44351.4177 eV
lowest unoccupied orbital energy = 2.420 eV
orbital gap = 6.7268 eV

Atoms and positions in Å:
C 1.180 2.783 3.304
C 2.391 2.584 2.384
N 2.932 1.232 2.378
In 2.256 -0.031 0.812
C 0.232 0.569 -0.013
O -0.519 -0.409 -0.825
C -0.218 -1.695 -0.629
C -0.843 -2.389 0.544
O 0.481 -2.301 -1.391
C 3.792 -0.237 -0.820
C 5.134 -0.640 -0.269
C 6.301 -0.145 -0.864
C 7.555 -0.497 -0.368
C 7.693 -1.334 0.733
C 6.539 -1.828 1.330
C 5.280 -1.493 0.827
H 1.287 2.195 4.213
H 1.117 3.834 3.595
H 0.248 2.514 2.807
H 3.168 3.265 2.769
H 2.176 2.916 1.367
H 2.807 0.795 3.280
H 2.067 -1.671 1.532
H 0.348 1.422 -0.679
H -0.424 0.904 0.797
H -1.899 -2.135 0.643
H -0.777 -3.457 0.368
H -0.313 -2.154 1.462
H 3.418 -0.967 -1.537
H 3.878 0.728 -1.320
H 6.254 0.510 -1.722
H 8.448 -0.104 -0.840
H 8.663 -1.612 1.119
H 6.592 -2.487 2.185
H 4.424 -1.926 1.321
C -0.423 -1.365 -4.048
C -1.635 -2.260 -3.979
O -2.824 -1.605 -4.478
C -2.961 -1.579 -5.793
O -2.223 -2.066 -6.611
O -4.090 -0.912 -6.080
C -4.338 -0.762 -7.474
H -0.617 -0.420 -3.541
H 0.426 -1.842 -3.577
H -0.167 -1.137 -5.086
H -1.856 -2.507 -2.943
H -1.477 -3.196 -4.514
H -4.299 -1.721 -7.986
H -3.615 -0.075 -7.916
H -5.336 -0.343 -7.569
C -5.552 0.787 1.658
C -4.701 2.032 1.783
O -4.794 2.607 3.097
C -4.042 2.011 4.023
O -3.314 1.072 3.846
O -4.240 2.637 5.187
C -3.523 2.062 6.281
H -6.581 0.998 1.953
H -5.545 0.426 0.630
H -5.177 -0.006 2.305
H -5.058 2.804 1.103
H -3.659 1.830 1.535
H -2.464 1.968 6.047
H -3.938 1.087 6.534
H -3.649 2.737 7.122

***

No. 3
Formula: C4H4O2Pb
Source: OMol25
Level of theory: wB97M-V/def2-TZVPD

charge = +2
HOMO = -17.325 eV
spin multiplicity = 1
calculated total energy = -13531.7676 eV
lowest unoccupied orbital energy = -11.410 eV
orbital gap = 5.9143 eV

Atoms and positions in Å:
O 1.445 2.013 2.074
C 0.623 1.198 1.521
C 0.366 0.222 0.840
C -0.205 -0.881 0.126
C -1.405 -0.740 -0.706
H 0.037 -1.882 0.489
H -2.037 -1.609 -0.884
H -1.873 0.242 -0.789
H 2.218 2.147 1.454
Pb 0.947 0.127 -2.775
O -0.115 -0.837 -1.349

***

No. 4
Formula: C2H4N2OS
Source: OMol25
Level of theory: wB97M-V/def2-TZVPD

charge = 0
HOMO = -9.838 eV
spin multiplicity = 1
calculated total energy = -17997.9780 eV
lowest unoccupied orbital energy = -1.160 eV
orbital gap = 8.6772 eV

Atoms and positions in Å:
C -0.394 0.812 0.183
C -1.322 -0.320 0.081
N 0.879 0.448 -0.455
N -0.952 -1.436 -0.434
O 3.125 -0.346 -0.112
S 1.995 0.011 0.622
H -0.965 1.290 -0.752
H -0.059 1.446 1.226
H -2.243 -0.454 0.514
H -0.065 -1.449 -0.873

***

No. 5
Formula: C5H9NO
Source: OMol25
Level of theory: wB97M-V/def2-TZVPD

charge = 0
HOMO = -7.767 eV
spin multiplicity = 1
calculated total energy = -8866.6440 eV
lowest unoccupied orbital energy = 0.612 eV
orbital gap = 8.3788 eV
structure (SMILES) = Cc1ccc[nH]1.O

Atoms and positions in Å:
C -1.189 -0.011 -2.000
C 0.140 -0.134 -1.249
C 1.267 0.681 -1.444
C 2.142 0.354 -0.368
C 1.357 -0.102 0.677
N 0.125 -0.547 0.122
H -1.478 -0.875 -2.606
H -1.126 0.589 -2.916
H -2.069 0.257 -1.425
H 1.693 1.105 -2.381
H 3.239 0.566 -0.344
H 1.552 0.076 1.803
H -0.605 -1.126 0.585
O -1.827 -0.575 3.561
H -1.364 0.273 3.379
H -1.857 -0.529 4.604

***

No. 6
Formula: C4H7O4
Source: OMol25
Level of theory: wB97M-V/def2-TZVPD

charge = 0
HOMO (alpha / beta) = -8.674 / -9.324 eV
⟨S²⟩ = 1.767
spin multiplicity = 2
calculated total energy = -12444.2532 eV
lowest unoccupied orbital energy (alpha / beta) = -0.775 / -1.246 eV
orbital gap (alpha / beta) = 7.8992 / 8.0781 eV

Atoms and positions in Å:
C 1.332 0.542 -1.951
C 0.553 0.355 -0.643
C -0.366 -1.302 -0.398
O -1.484 -1.276 -0.003
C 0.594 -2.387 -0.678
O -0.309 1.221 -0.347
O -1.078 0.798 2.420
O 0.086 1.092 2.716
H 2.068 -0.252 -2.123
H 0.672 0.632 -2.842
H 1.830 1.514 -1.856
H 1.297 -0.124 0.080
H 1.594 -2.130 -0.297
H 0.241 -3.287 -0.173
H 0.691 -2.603 -1.755